# C4H8O2

One molecule with the formula C4H8O2 (wB97M-V/def2-TZVPD, OMol25).

```
14
C4H8O2 wB97M-V/def2-TZVPD
C 0.73 -0.25 -2.13
C 1.05 0.08 -0.68
C -0.19 -0.05 0.18
O -1.22 -0.56 -0.19
O -0.03 0.44 1.42
C -1.17 0.25 2.27
H 1.53 0.08 -2.80
H 0.58 -1.32 -2.27
H -0.20 0.24 -2.43
H 1.81 -0.60 -0.27
H 1.46 1.09 -0.56
H -0.93 0.73 3.22
H -2.06 0.69 1.83
H -1.35 -0.82 2.42
```

Calculated values
DFT total energy   -307.69879 Ha
SMILES   CCC(=O)OC
Spin multiplicity   1
Relative energy (zero: lowest compared OMol25 entry of this formula, charge and spin)   0.3712 eV
Gap between HOMO and LUMO   11.41 eV



# C4H8O2

One molecule with the formula C4H8O2 (wB97M-V/def2-TZVPD, OMol25).

```
14
C4H8O2 wB97M-V/def2-TZVPD
C 0.97 0.30 0.62
C 1.10 -1.01 -0.12
O -0.09 -1.68 0.30
C -1.09 -0.72 0.29
O -0.44 0.58 0.43
C -0.50 1.55 -0.99
H 1.17 0.20 1.69
H 1.51 1.13 0.16
H 1.08 -0.83 -1.21
H 1.95 -1.62 0.17
H -1.76 -0.88 1.14
H -1.64 -0.68 -0.66
H -0.77 2.47 -0.45
H -1.48 1.19 -1.35
```

Calculated values
DFT total energy   -307.51166 Ha
Spin multiplicity   1
Relative energy (zero: lowest compared OMol25 entry of this formula, charge and spin)   5.4633 eV
Gap between HOMO and LUMO   8.58 eV



# C4H8O2

One molecule with the formula C4H8O2 (wB97M-V/def2-TZVPD, OMol25).

```
14
C4H8O2 wB97M-V/def2-TZVPD
O 1.74 0.65 -0.69
C 1.05 0.27 0.47
C -0.35 0.92 0.58
C -0.94 -0.36 -0.05
O -0.97 -0.28 -1.47
C 0.36 -1.11 0.32
H 1.13 0.48 -1.42
H 1.74 0.41 1.30
H -0.47 1.85 0.02
H -0.70 1.06 1.61
H -1.88 -0.75 0.36
H -1.73 0.26 -1.70
H 0.77 -1.72 -0.49
H 0.27 -1.69 1.24
```

Calculated values
DFT total energy   -307.65149 Ha
SMILES   O[C@H]1C[C@@H](O)C1
Spin multiplicity   1
Relative energy (zero: lowest compared OMol25 entry of this formula, charge and spin)   1.6583 eV
Gap between HOMO and LUMO   10.70 eV



# C4H8O2

C4H8O2 as an isolated structure (wB97M-V/def2-TZVPD, OMol25).

```
14
C4H8O2 wB97M-V/def2-TZVPD
C -1.36 -1.15 0.58
C -0.36 -0.02 0.46
C 1.32 0.38 -0.80
O 2.20 0.95 0.06
C -0.62 0.85 -0.64
O -1.15 0.45 -1.68
H -2.34 -0.74 0.29
H -1.45 -1.58 1.58
H -1.17 -1.94 -0.15
H 0.12 0.35 1.37
H 1.50 -0.63 -1.15
H 1.23 1.04 -1.68
H 2.49 0.28 0.68
H -0.34 1.89 -0.43
```

Calculated values
DFT total energy   -307.56417 Ha
Spin multiplicity   1
Relative energy (zero: lowest compared OMol25 entry of this formula, charge and spin)   4.0343 eV
Gap between HOMO and LUMO   8.97 eV



# C4H8O2

A 2-piece molecular cluster, C4H8O2 overall (wB97M-V/def2-TZVPD, OMol25).

```
14
C4H8O2 wB97M-V/def2-TZVPD
C -0.54 0.97 -1.50
C 0.44 0.36 -2.21
O 1.67 1.07 -2.53
H -1.56 0.64 -1.67
H -0.38 1.71 -0.77
H 0.17 -0.58 -2.82
H 1.69 2.00 -2.13
C -0.09 -0.15 2.49
C -0.59 -1.24 1.91
O -0.05 -2.34 1.24
H -0.78 0.53 2.88
H 1.01 0.03 2.39
H -1.60 -1.25 1.99
H 0.60 -1.75 0.72
```

Calculated values
DFT total energy   -307.56920 Ha
SMILES   C=CO.C=CO
Spin multiplicity   1
Relative energy (zero: lowest compared OMol25 entry of this formula, charge and spin)   3.8975 eV
Gap between HOMO and LUMO   9.93 eV



# C4H8O2

A 2-piece molecular cluster, C4H8O2 overall (wB97M-V/def2-TZVPD, OMol25).

```
14
C4H8O2 wB97M-V/def2-TZVPD
C -1.34 -1.49 -0.57
O -0.45 -0.78 0.29
C -0.72 0.52 0.48
C 0.16 1.37 1.02
C 1.53 0.99 1.36
O 2.35 1.75 1.83
H -1.23 -2.54 -0.32
H -1.07 -1.33 -1.62
H -2.38 -1.18 -0.40
H -1.73 0.84 0.20
H -0.13 2.40 1.20
H 1.80 -0.06 1.13
H 0.80 0.38 -2.32
H 0.72 0.91 -1.81
```

Calculated values
DFT total energy   -307.60611 Ha
SMILES   CO/C=C\C=O.[H][H]
Spin multiplicity   1
Relative energy (zero: lowest compared OMol25 entry of this formula, charge and spin)   2.8933 eV
Gap between HOMO and LUMO   10.00 eV



# C4H8O2

One molecule with the formula C4H8O2 (wB97M-V/def2-TZVPD, OMol25).

```
14
C4H8O2 wB97M-V/def2-TZVPD
C -0.44 1.79 1.29
O -0.53 0.43 0.85
C 0.59 -0.27 0.94
C 0.40 -1.47 0.05
C 0.48 -0.83 -1.36
O -0.78 -0.38 -1.80
H -0.43 2.42 0.40
H 0.49 1.92 1.85
H -1.32 2.01 1.90
H 1.21 0.01 -1.32
H -0.57 -1.97 0.13
H 1.21 -2.20 0.21
H 0.86 -1.54 -2.09
H -1.18 0.09 -1.05
```

Calculated values
DFT total energy   -307.57159 Ha
Spin multiplicity   1
Relative energy (zero: lowest compared OMol25 entry of this formula, charge and spin)   3.8324 eV
Gap between HOMO and LUMO   9.49 eV



# C4H8O2

A 2-piece molecular cluster, C4H8O2 overall (wB97M-V/def2-TZVPD, OMol25).

```
14
C4H8O2 wB97M-V/def2-TZVPD
C -0.99 2.11 1.61
C -0.64 0.81 0.92
O -1.07 -0.28 1.23
O 0.21 1.00 -0.10
H -1.59 1.90 2.49
H -1.55 2.75 0.91
H -0.08 2.64 1.89
H 0.39 0.12 -0.49
C 1.21 -1.87 -1.63
C 0.22 -2.15 -0.78
H 2.25 -1.93 -1.32
H 1.02 -1.59 -2.66
H -0.82 -2.10 -1.08
H 0.40 -2.43 0.25
```

Calculated values
DFT total energy   -307.67883 Ha
SMILES   CC(=O)O.C=C
Spin multiplicity   1
Relative energy (zero: lowest compared OMol25 entry of this formula, charge and spin)   0.9144 eV
Gap between HOMO and LUMO   11.11 eV



# C4H8O2

One molecule with the formula C4H8O2 (wB97M-V/def2-TZVPD, OMol25).

```
14
C4H8O2 wB97M-V/def2-TZVPD
C -1.21 0.40 1.52
O 0.09 0.46 0.96
C 0.12 0.21 -0.42
C 1.56 0.35 -0.88
C -0.36 -1.20 -0.75
O -0.80 -1.52 -1.83
H -1.17 0.92 2.48
H -1.95 0.90 0.87
H -1.54 -0.63 1.69
H -0.53 0.91 -0.96
H 1.91 1.36 -0.69
H 2.20 -0.35 -0.34
H 1.64 0.14 -1.95
H -0.25 -1.94 0.08
```

Calculated values
DFT total energy   -307.65549 Ha
SMILES   CO[C@@H](C)C=O
Spin multiplicity   1
Relative energy (zero: lowest compared OMol25 entry of this formula, charge and spin)   1.5494 eV
Gap between HOMO and LUMO   10.63 eV



# C4H8O2

C4H8O2 as an isolated structure (wB97M-V/def2-TZVPD, OMol25).

```
14
C4H8O2 wB97M-V/def2-TZVPD
C -1.96 0.66 -0.34
C -0.78 -0.93 0.00
C 0.38 -0.05 0.13
O 0.17 1.14 0.27
C 1.84 -0.44 0.08
O 2.62 0.67 -0.24
H -1.94 1.61 0.24
H -2.88 0.15 -0.12
H -1.78 0.91 -1.38
H -0.53 -1.94 -0.44
H -1.30 -1.12 0.93
H 2.10 -0.85 1.07
H 2.01 -1.23 -0.66
H 2.10 1.44 0.04
```

Calculated values
DFT total energy   -307.56883 Ha
Spin multiplicity   1
Relative energy (zero: lowest compared OMol25 entry of this formula, charge and spin)   3.9076 eV
Gap between HOMO and LUMO   10.17 eV



# C4H8O2

One molecule with the formula C4H8O2 (wB97M-V/def2-TZVPD, OMol25).

```
14
C4H8O2 wB97M-V/def2-TZVPD
O 0.75 -1.18 -1.33
C 0.48 0.14 -0.88
C -0.98 0.31 -0.46
C -0.97 -0.26 0.96
O 0.38 -0.15 1.43
C 1.18 0.45 0.43
H 0.76 -1.75 -0.55
H 0.77 0.81 -1.70
H -1.67 -0.21 -1.13
H -1.25 1.37 -0.45
H -1.25 -1.33 0.97
H -1.64 0.27 1.64
H 1.27 1.53 0.59
H 2.18 0.00 0.48
```

Calculated values
DFT total energy   -307.66855 Ha
SMILES   O[C@H]1CCOC1
Spin multiplicity   1
Relative energy (zero: lowest compared OMol25 entry of this formula, charge and spin)   1.1941 eV
Gap between HOMO and LUMO   10.68 eV



# C4H8O2

One molecule with the formula C4H8O2 (wB97M-V/def2-TZVPD, OMol25).

```
14
C4H8O2 wB97M-V/def2-TZVPD
C 1.31 1.32 -0.16
C 1.67 0.04 -0.16
O 0.86 -1.01 -0.43
C -0.50 -0.69 -0.77
C -1.41 -0.66 0.44
O -1.41 0.54 1.18
H 0.36 1.73 -0.47
H 2.04 2.05 0.15
H 2.70 -0.24 0.05
H -0.64 0.23 -1.35
H -0.77 -1.52 -1.42
H -2.45 -0.78 0.09
H -1.16 -1.53 1.06
H -0.56 0.59 1.63
```

Calculated values
DFT total energy   -307.63727 Ha
SMILES   C=COCCO
Spin multiplicity   1
Relative energy (zero: lowest compared OMol25 entry of this formula, charge and spin)   2.0453 eV
Gap between HOMO and LUMO   9.96 eV



HOMO across the listed records, respectively: -10.45, -7.71, -9.88, -8.64, -9.23, -9.42, -8.68, -10.15, -9.68, -9.74, -9.74, -8.97 eV.
E_LUMO across the listed records, respectively: 0.96, 0.87, 0.82, 0.33, 0.70, 0.58, 0.81, 0.96, 0.96, 0.43, 0.93, 1.00 eV.